Entry 1:
{
  "formula": "C6H4N4",
  "method": "ωB97M-V/def2-TZVPD",
  "elements": ["H", "N", "C", "C", "C", "N", "C", "C", "N", "C", "N", "H", "H", "H"],
  "coordinates": [[-0.03676, -1.77809, 2.15905], [-0.71121, -1.79116, 1.33061], [-0.37053, -0.97657, 0.35197], [-1.18210, -0.83548, -0.91362], [-2.23344, 0.11221, -0.66679], [-2.84967, 1.07189, -0.46289], [0.99258, -0.14172, 0.51416], [2.05090, -0.28287, -0.47053], [3.09371, -0.37967, -1.12510], [0.70596, 1.31494, 0.60360], [0.59327, 2.47959, 0.64915], [-1.58814, -1.83489, -1.17979], [-0.45945, -0.67495, -1.66807], [1.42148, -0.51961, 1.43365]],
  "forces_ev_per_a": [[-1.00, 0.13, -1.54], [1.38, 2.19, -1.79], [0.97, -2.25, 3.55], [-0.07, -2.54, 1.20], [-0.42, 2.54, -0.43], [0.28, -1.42, -0.14], [-1.73, 0.33, -0.08], [7.48, -1.11, -4.88], [-7.32, 0.61, 4.29], [-0.01, 2.51, 0.36], [0.11, -2.93, -0.10], [0.01, 0.51, 0.45], [0.24, 1.17, -1.31], [0.05, 0.26, 0.41]],
  "homo_lumo_gap_ev": 11.15,
  "smiles": "[H]/N=C(/CC#N)C(C#N)C#N",
  "homo_ev": -11.5
}



Entry 2:
{
  "formula": "C4H10O3",
  "method": "ωB97M-V/def2-TZVPD",
  "elements": ["C", "C", "C", "C", "O", "H", "H", "H", "H", "H", "H", "O", "H", "H", "O", "H", "H"],
  "coordinates": [[1.65864, -0.02693, -2.19583], [1.44428, -0.92088, -1.20987], [1.29796, -0.59657, 0.21951], [1.36113, 0.66790, 0.66155], [1.07354, 0.85336, 2.02473], [1.69332, -0.40762, -3.21342], [1.96112, 0.98656, -1.97681], [1.46364, -1.98670, -1.42944], [0.92073, -1.37985, 0.87048], [1.32364, 1.54343, 0.02578], [1.59981, 1.62194, 2.22580], [-1.48329, -0.83855, 1.95501], [-2.07616, -0.21737, 1.53676], [-0.67716, -0.35459, 2.12574], [-3.72891, 0.72420, -0.46514], [-3.22619, -0.01092, -0.81934], [-4.60609, 0.34258, -0.33550]],
  "forces_ev_per_a": [[0.30, -1.47, 0.49], [0.38, 0.54, -0.23], [-0.12, 1.02, -0.81], [-1.33, -1.91, 0.90], [0.47, 0.34, -1.27], [0.19, 0.36, 0.10], [-0.46, 0.22, -0.25], [-0.52, 0.18, -0.23], [0.60, 0.06, 0.17], [0.56, 0.08, 0.16], [-0.02, 0.53, 0.86], [-0.19, -0.62, 0.08], [-0.22, 0.35, -0.15], [0.28, 0.38, 0.13], [-0.24, -0.12, 0.17], [0.27, -0.12, -0.16], [0.05, 0.19, 0.05]],
  "homo_lumo_gap_ev": 9.15,
  "smiles": "C=C/C=C/O.O.O",
  "homo_ev": -8.5
}



Entry 3:
{
  "formula": "C42H43AsN3O2P2RhS3",
  "method": "ωB97M-V/def2-TZVPD",
  "elements": ["Rh", "N", "C", "C", "C", "C", "C", "C", "S", "N", "C", "C", "C", "C", "C", "C", "N", "H", "H", "H", "H", "H", "H", "H", "H", "H", "C", "C", "O", "P", "S", "S", "O", "C", "C", "H", "H", "H", "H", "H", "H", "H", "H", "H", "H", "C", "C", "As", "C", "C", "C", "C", "C", "C", "C", "C", "C", "C", "C", "C", "P", "C", "C", "C", "C", "C", "C", "C", "C", "C", "C", "C", "C", "H", "H", "H", "H", "H", "H", "H", "H", "H", "H", "H", "H", "H", "H", "H", "H", "H", "H", "H", "H", "H", "H", "H", "H"],
  "coordinates": [[-0.26522, 0.23538, -0.02864], [-4.27500, 1.32221, 0.85929], [-4.48761, 2.73713, 1.06960], [-5.73679, 3.28221, 0.90856], [-5.92958, 4.64523, 1.13710], [-4.86435, 5.43564, 1.49285], [-3.59605, 4.86768, 1.62302], [-3.43046, 3.51358, 1.42990], [-1.88520, 2.71241, 1.75928], [-1.99990, 1.30584, 0.76040], [-3.09250, 0.76427, 0.59181], [-3.14047, -0.66051, 0.07823], [-4.24047, -1.44627, 0.21060], [-4.18849, -2.76594, -0.25198], [-3.04142, -3.21230, -0.83493], [-1.96238, -2.34109, -0.90603], [-2.02436, -1.09009, -0.44220], [-5.08685, 0.78422, 0.63283], [-6.57176, 2.64456, 0.62147], [-6.91922, 5.07554, 1.03183], [-5.00293, 6.49905, 1.65903], [-2.73940, 5.48030, 1.89871], [-5.12836, -1.08444, 0.71668], [-5.04249, -3.42320, -0.13244], [-2.94551, -4.22692, -1.20558], [-1.01851, -2.65682, -1.32056], [5.43487, -3.11870, 0.27307], [4.11795, -3.08965, 1.00741], [3.30984, -2.00961, 0.46774], [1.73450, -2.03465, 0.26318], [0.95731, -0.83007, 1.68994], [1.00308, -3.79478, -0.03388], [1.55153, -1.05367, -1.04145], [1.69552, -1.56886, -2.40707], [3.10408, -2.04424, -2.69817], [6.05668, -3.92874, 0.66733], [5.97246, -2.17559, 0.39769], [5.27895, -3.29174, -0.79453], [4.26262, -2.88057, 2.06689], [3.58162, -4.02413, 0.90778], [1.41213, -0.73913, -3.04237], [0.98168, -2.37717, -2.53952], [3.84175, -1.34439, -2.29944], [3.23936, -2.12066, -3.78224], [3.28549, -3.02515, -2.25551], [0.83702, 3.66039, -0.20300], [1.92934, 4.68112, -0.56260], [1.99180, 5.40030, -2.41564], [0.37743, 6.49417, -2.40697], [-0.80268, 5.85438, -2.79598], [-1.99065, 6.56479, -2.91641], [-2.01283, 7.92916, -2.64858], [-0.84252, 8.57787, -2.27250], [0.35082, 7.86702, -2.16011], [3.37788, 6.70918, -2.05292], [4.31404, 6.91299, -3.06391], [5.34826, 7.82933, -2.89869], [5.45225, 8.55119, -1.71635], [4.52254, 8.35440, -0.69942], [3.49245, 7.43582, -0.86600], [1.18910, 1.92896, -0.60947], [2.86567, 1.63082, -0.01551], [3.15993, 2.00550, 1.29510], [4.39350, 1.69929, 1.84867], [5.33842, 1.00181, 1.10221], [5.04364, 0.60704, -0.19341], [3.80735, 0.91267, -0.74846], [1.17236, 1.83046, -2.41022], [2.24087, 2.22334, -3.21209], [2.13937, 2.15092, -4.59340], [0.96686, 1.70532, -5.18824], [-0.11441, 1.32684, -4.40045], [-0.00666, 1.38358, -3.01790], [-0.12639, 3.89122, -0.65780], [0.66454, 3.68025, 0.86681], [2.92266, 4.28252, -0.36653], [1.79577, 5.53041, 0.09914], [-0.78657, 4.79894, -3.05412], [-2.89415, 6.05702, -3.23696], [-2.93593, 8.49170, -2.75570], [-0.85066, 9.64707, -2.08444], [1.25967, 8.39275, -1.90155], [4.23464, 6.35471, -3.98819], [6.07181, 7.97732, -3.69223], [6.25675, 9.26687, -1.58471], [4.59660, 8.92016, 0.22252], [2.77842, 7.30028, -0.06365], [2.42127, 2.52761, 1.89663], [4.61453, 1.99525, 2.86732], [6.30147, 0.75792, 1.53806], [5.77477, 0.05517, -0.77559], [3.57928, 0.57917, -1.75054], [3.15438, 2.58857, -2.76428], [2.97888, 2.45910, -5.20870], [0.89293, 1.65691, -6.26974], [-1.03445, 0.98891, -4.86188], [-0.84393, 1.07963, -2.41118]],
  "forces_ev_per_a": [[-0.62, 1.17, -1.34], [-1.02, 1.23, 0.62], [-0.46, -1.70, -0.42], [-0.66, 0.12, -0.14], [-0.41, -0.45, -0.16], [0.57, 0.30, 0.09], [0.08, 0.54, 0.07], [1.10, 0.25, 0.27], [0.13, -0.07, -0.11], [4.36, 1.85, 0.39], [-3.22, -2.40, -0.85], [-0.57, 1.62, 0.61], [-1.09, -0.85, 0.13], [-0.79, 0.47, 0.49], [0.71, -0.27, -0.38], [-0.01, 0.15, -0.11], [1.85, -1.18, -0.32], [-0.26, 0.03, -0.04], [0.12, 0.15, 0.03], [0.09, -0.08, -0.01], [0.06, -0.15, 0.01], [-0.18, -0.09, -0.06], [0.03, -0.17, -0.11], [0.04, 0.11, -0.01], [0.03, 0.15, 0.03], [0.08, -0.02, 0.04], [0.10, 0.00, -0.08], [-0.05, 0.35, 0.01], [0.21, -0.21, -0.17], [0.22, -0.03, 0.51], [0.16, -0.15, 0.36], [0.03, -0.24, -0.03], [-0.33, 0.08, -0.33], [0.17, -0.05, 0.26], [0.04, -0.04, -0.02], [-0.08, 0.11, -0.05], [-0.04, -0.10, 0.01], [0.03, -0.01, 0.09], [-0.03, 0.02, 0.04], [-0.18, -0.20, -0.09], [0.01, 0.15, -0.03], [-0.10, -0.12, 0.01], [-0.06, -0.13, -0.12], [-0.03, -0.01, 0.15], [0.00, 0.07, -0.02], [0.17, 0.12, -0.18], [-0.31, -0.03, -0.02], [-0.02, -0.11, 0.03], [-0.13, 0.11, 0.00], [0.00, 0.12, -0.03], [0.01, 0.02, 0.09], [0.00, 0.02, 0.00], [0.07, -0.07, -0.03], [-0.23, -0.09, -0.02], [0.06, 0.18, 0.03], [0.09, 0.16, 0.13], [-0.03, 0.00, 0.06], [-0.04, -0.04, -0.01], [-0.02, -0.07, -0.08], [0.17, 0.08, -0.11], [0.08, -0.77, 0.71], [0.15, -0.13, -0.07], [0.12, 0.05, 0.07], [-0.02, -0.02, -0.03], [-0.01, 0.02, 0.04], [-0.04, 0.09, -0.04], [0.11, 0.16, 0.09], [-0.15, -0.04, -0.19], [-0.01, -0.14, -0.04], [0.06, -0.02, -0.09], [0.00, -0.01, -0.04], [0.05, 0.03, 0.04], [0.29, 0.24, -0.25], [-0.12, 0.12, -0.06], [-0.06, 0.02, 0.26], [0.09, -0.06, 0.03], [0.00, 0.11, 0.09], [0.01, 0.00, 0.02], [0.05, 0.04, 0.03], [0.12, -0.08, 0.02], [0.00, -0.11, -0.02], [0.03, 0.01, 0.03], [0.00, -0.02, -0.04], [-0.05, 0.00, 0.05], [-0.07, -0.06, -0.01], [0.01, -0.04, -0.05], [-0.01, 0.03, -0.01], [0.07, -0.04, -0.04], [-0.01, -0.02, -0.06], [-0.08, 0.04, -0.03], [-0.09, 0.04, 0.05], [0.00, 0.08, 0.05], [0.01, -0.01, 0.00], [-0.11, -0.03, 0.07], [0.00, 0.01, 0.11], [0.04, 0.00, 0.03], [-0.28, -0.06, 0.18]],
  "homo_lumo_gap_ev": [6.75, 6.58],
  "multiplicity": 2,
  "homo_ev": [-10.1, -10.0],
  "total_charge": 1
}



Entry 4:
{
  "formula": "C33H34ClIN2O3PbSSi2",
  "method": "ωB97M-V/def2-TZVPD",
  "elements": ["Pb", "Cl", "C", "C", "C", "I", "C", "O", "C", "N", "C", "C", "C", "C", "H", "H", "H", "H", "C", "Si", "C", "C", "N", "C", "C", "C", "C", "C", "C", "H", "H", "H", "H", "H", "H", "H", "H", "H", "H", "H", "H", "H", "H", "C", "Si", "C", "C", "C", "C", "C", "C", "C", "H", "H", "H", "H", "H", "H", "H", "H", "H", "H", "H", "O", "C", "O", "C", "C", "C", "C", "S", "C", "C", "H", "H", "H", "H", "H"],
  "coordinates": [[-0.96263, -1.42768, -0.82382], [-1.89958, -7.95783, 2.31755], [-1.92682, -6.25741, 1.94110], [-2.64362, -5.40259, 2.72300], [-2.67064, -4.01893, 2.45645], [-3.77417, -2.77417, 3.70176], [-1.98551, -3.44985, 1.39540], [-1.96157, -2.17987, 1.12938], [-1.26525, -4.38480, 0.55922], [-0.61008, -3.84725, -0.50117], [0.13514, -4.59495, -1.27692], [0.26672, -5.97780, -1.07055], [-0.40523, -6.55476, -0.03036], [-1.20362, -5.76475, 0.82867], [-3.19283, -5.79371, 3.56845], [0.66366, -4.08798, -2.07832], [0.89405, -6.56180, -1.72910], [-0.32695, -7.61738, 0.15602], [3.73895, -2.86443, -0.52834], [2.43555, -1.75512, 0.23978], [1.52190, -2.67510, 1.58591], [3.31407, -0.32468, 1.06385], [1.26963, -1.31320, -0.95885], [1.57312, -0.56690, -2.10799], [2.37656, 0.58878, -2.07394], [2.60151, 1.35003, -3.20753], [2.01382, 1.01061, -4.42266], [1.21932, -0.12450, -4.48151], [1.01544, -0.90609, -3.34883], [3.64047, -3.89422, -0.17196], [4.75312, -2.52991, -0.29644], [3.63463, -2.87454, -1.61694], [2.15292, -2.77626, 2.47345], [1.24030, -3.68091, 1.26857], [0.61113, -2.14772, 1.89258], [3.77546, -0.67684, 1.99184], [2.62631, 0.48709, 1.31911], [4.10887, 0.08463, 0.43581], [2.79937, 0.90451, -1.12986], [3.22826, 2.23204, -3.13726], [2.18263, 1.61431, -5.30476], [0.76624, -0.42246, -5.41942], [0.44143, -1.82533, -3.43598], [-2.42295, 1.06168, 3.65056], [-2.34319, 1.52472, 1.86834], [-3.70845, 0.79874, 0.86471], [-2.18152, 3.34977, 1.60111], [-2.81626, 3.98032, 0.52815], [-2.65902, 5.34248, 0.30551], [-1.86087, 6.09560, 1.15506], [-1.22478, 5.48778, 2.22991], [-1.38689, 4.12754, 2.44847], [-3.45633, 1.11448, 4.00392], [-1.81130, 1.72481, 4.26380], [-2.07538, 0.03481, 3.78582], [-4.67320, 1.18084, 1.21169], [-3.70138, -0.28811, 0.98100], [-3.60622, 1.04021, -0.19644], [-3.44100, 3.40626, -0.14685], [-3.15929, 5.81533, -0.53035], [-1.73329, 7.15632, 0.98012], [-0.60256, 6.07322, 2.89489], [-0.87303, 3.66497, 3.28494], [1.19408, 5.24199, -3.61891], [1.92587, 4.79540, -2.57201], [3.02816, 5.22671, -2.39030], [1.28504, 3.77568, -1.67794], [1.84755, 3.58876, -0.42017], [1.31019, 2.66173, 0.45554], [0.20971, 1.90051, 0.07302], [-0.42553, 0.66680, 1.18957], [-0.34419, 2.07383, -1.18983], [0.19145, 3.01000, -2.05917], [0.31103, 4.85317, -3.59836], [2.71166, 4.17980, -0.14663], [1.74524, 2.51646, 1.43616], [-1.18585, 1.47214, -1.50887], [-0.23959, 3.08495, -3.05187]],
  "forces_ev_per_a": [[-0.17, -0.10, -0.16], [0.01, 0.07, -0.03], [0.02, -0.05, 0.00], [-0.01, 0.10, 0.01], [-0.03, -0.09, 0.07], [-0.01, 0.02, 0.00], [0.03, -0.01, -0.11], [0.15, -0.07, 0.02], [0.04, 0.20, -0.12], [-0.06, 0.03, 0.02], [-0.02, -0.05, 0.01], [0.04, 0.05, -0.03], [-0.05, -0.02, 0.08], [0.06, -0.13, -0.03], [-0.01, 0.02, 0.00], [-0.01, -0.02, 0.01], [0.00, 0.00, 0.01], [-0.01, 0.00, 0.00], [0.13, -0.10, -0.06], [-0.13, -0.06, 0.00], [-0.11, -0.05, 0.10], [0.09, 0.22, 0.09], [-0.06, 0.01, -0.17], [0.09, 0.13, 0.16], [0.12, -0.15, -0.05], [0.08, -0.16, -0.04], [-0.02, -0.05, 0.05], [0.00, 0.02, 0.04], [-0.03, -0.06, -0.13], [0.00, 0.03, -0.04], [-0.03, -0.03, 0.00], [0.03, 0.00, 0.03], [0.01, 0.02, -0.04], [0.03, 0.02, 0.06], [0.06, -0.06, 0.01], [0.01, 0.02, -0.03], [0.08, -0.13, 0.02], [-0.01, 0.02, 0.03], [0.00, -0.03, -0.05], [0.02, -0.03, -0.01], [0.01, -0.01, 0.00], [0.01, 0.00, 0.00], [0.00, 0.04, 0.02], [-0.08, -0.14, 0.22], [0.31, 0.01, -0.14], [-0.20, -0.11, -0.11], [-0.07, 0.25, -0.02], [0.06, 0.08, 0.05], [0.02, -0.04, 0.02], [0.00, -0.01, -0.01], [-0.02, -0.05, -0.02], [0.02, 0.04, -0.06], [0.04, 0.01, 0.03], [0.01, -0.04, 0.00], [-0.03, 0.03, 0.03], [0.02, -0.03, -0.04], [-0.02, 0.01, -0.01], [-0.02, -0.04, 0.02], [0.00, 0.00, 0.01], [0.00, 0.00, 0.00], [-0.01, 0.00, 0.00], [0.00, 0.00, -0.01], [-0.02, 0.01, -0.01], [-0.02, -0.11, 0.06], [-0.10, 0.03, -0.03], [0.06, -0.03, 0.02], [-0.03, 0.16, 0.01], [-0.02, 0.01, 0.03], [-0.05, 0.03, -0.02], [-0.09, 0.00, -0.03], [0.06, 0.12, 0.23], [0.03, 0.13, -0.01], [-0.17, 0.01, 0.05], [0.04, 0.05, 0.00], [-0.02, 0.00, 0.01], [-0.04, 0.05, -0.02], [-0.02, 0.02, 0.02], [0.03, -0.01, 0.01]],
  "homo_lumo_gap_ev": 7.43,
  "homo_ev": -7.8
}



Entry 5:
{
  "formula": "Br2H4OSi2",
  "method": "ωB97M-V/def2-TZVPD",
  "elements": ["Br", "Si", "O", "Si", "Br", "H", "H", "H", "H"],
  "coordinates": [[-1.95054, -2.15664, 0.06223], [0.20378, -1.58953, 0.05394], [0.33585, -0.03194, 0.42168], [0.20930, 1.65319, 0.11051], [-1.94273, 2.13168, 0.04087], [0.42520, -1.84032, -1.42816], [1.13839, -2.32808, 0.88328], [1.04742, 2.46505, 1.18546], [0.53333, 1.69658, -1.32982]],
  "forces_ev_per_a": [[0.08, -0.15, 0.49], [-0.45, -0.05, -1.88], [0.21, 2.55, 0.39], [0.47, -1.98, 0.50], [0.00, 0.22, 0.37], [0.33, 0.19, 0.80], [-0.11, -0.33, 0.35], [-1.02, -0.92, -1.30], [0.48, 0.48, 0.29]],
  "homo_lumo_gap_ev": 11.03,
  "smiles": "Br[SiH2]O[SiH2]Br",
  "homo_ev": -10.4
}



F_max
In order: 9.00 2.50 4.76 0.34 2.59
Unit: eV/Å